(1)
Computed, not measured: the molecule C23H35N3O5S in a non-equilibrium geometry, with ωB97M-V/def2-TZVPD.

Geometry as XYZ:
```
67
Properties=species:S:1:pos:R:3:lowdin_charge:R:1
C 0.290 4.110 -0.505 -0.03
C 1.340 3.068 -0.289 -0.25
C 2.132 2.618 -1.340 -0.02
C 3.103 1.653 -1.133 -0.06
C 3.280 1.131 0.133 -0.28
S 4.510 -0.147 0.398 0.68
O 4.887 -0.127 1.781 -0.28
O 5.524 -0.012 -0.607 -0.28
N 3.783 -1.623 0.135 -0.23
C 3.466 -1.995 -1.220 -0.18
C 2.039 -1.616 -1.618 -0.12
C 1.030 -2.161 -0.606 -0.22
C -0.357 -1.604 -0.890 -0.45
O -0.542 -0.537 -1.452 0.06
N -1.368 -2.354 -0.416 0.14
C -2.756 -1.927 -0.479 -0.19
C -3.033 -0.980 0.710 -0.44
O -3.706 -1.265 1.681 0.06
N -2.414 0.202 0.556 0.10
C -2.499 1.267 1.525 -0.10
C -3.341 2.443 0.998 -0.30
C -4.796 2.042 0.695 -0.11
C -5.063 2.670 -0.672 -0.14
C -3.664 2.673 -1.284 -0.19
O -2.787 2.952 -0.210 -0.13
C -3.705 -3.131 -0.585 -0.36
C -3.610 -4.077 0.611 -0.06
C -5.140 -2.634 -0.751 -0.06
C 1.412 -1.704 0.811 -0.11
C 2.856 -2.100 1.127 -0.18
C 2.513 1.569 1.196 -0.07
C 1.546 2.535 0.981 -0.03
H 0.351 4.877 0.264 0.09
H -0.703 3.663 -0.449 0.06
H 0.401 4.577 -1.480 0.08
H 1.990 3.030 -2.328 0.12
H 3.741 1.312 -1.933 0.12
H 3.601 -3.080 -1.312 0.13
H 4.199 -1.500 -1.858 0.11
H 1.929 -0.532 -1.660 0.10
H 1.819 -2.015 -2.610 0.13
H 1.013 -3.256 -0.645 0.15
H -1.173 -3.177 0.131 0.14
H -2.847 -1.328 -1.395 0.15
H -1.846 0.368 -0.268 0.11
H -1.490 1.623 1.752 0.12
H -2.963 0.864 2.428 0.13
H -3.292 3.253 1.738 0.15
H -5.479 2.400 1.462 0.12
H -4.877 0.957 0.640 0.10
H -5.778 2.108 -1.267 0.11
H -5.419 3.694 -0.558 0.11
H -3.515 3.446 -2.040 0.12
H -3.429 1.693 -1.725 0.12
H -3.417 -3.680 -1.491 0.14
H -4.354 -4.864 0.511 0.08
H -3.801 -3.533 1.531 0.07
H -2.633 -4.555 0.674 0.07
H -5.808 -3.472 -0.930 0.08
H -5.462 -2.124 0.152 0.08
H -5.217 -1.947 -1.591 0.08
H 1.309 -0.618 0.866 0.11
H 0.742 -2.148 1.551 0.12
H 2.938 -3.193 1.172 0.13
H 3.179 -1.686 2.082 0.12
H 2.701 1.163 2.177 0.12
H 0.947 2.889 1.808 0.11
```

The structure (SMILES) is Cc1ccc(S(=O)(=O)N2CCC(C(=O)N[C@H](C(=O)NC[C@@H]3CCCO3)C(C)C)CC2)cc1. The net charge is 0. For the calculated total energy, the calculation gives -49963.6433 eV. The frontier orbital gap is 9.650 eV.

(2)
Computed, not measured: a structure of composition C23H35N5S3SbV in a non-equilibrium geometry, with ωB97M-V/def2-TZVPD.

Geometry as XYZ:
```
68
Properties=species:S:1:pos:R:3:lowdin_charge:R:1
V -0.204 -0.094 0.007 0.67
N 0.935 1.662 3.044 0.12
C 0.095 0.601 3.158 -0.65
N -0.338 -0.117 2.149 -0.02
C -1.105 -1.185 2.587 -0.32
C -1.312 -1.233 3.921 -0.30
S -0.502 0.068 4.697 1.15
C -1.483 -2.149 1.571 -0.31
C -2.195 -3.281 1.727 -0.30
S -2.282 -4.157 0.246 1.16
C -1.342 -2.932 -0.529 -0.64
N -1.002 -1.928 0.272 -0.03
N -1.042 -3.020 -1.836 0.14
H 1.587 1.638 2.276 0.09
H 1.303 2.053 3.896 0.12
H -1.862 -1.956 4.501 0.09
H -2.644 -3.663 2.629 0.10
H -1.251 -3.884 -2.310 0.12
H -0.258 -2.502 -2.194 0.03
C -2.058 0.520 -4.883 -0.12
C -0.726 -0.186 -4.669 -0.52
C -0.865 -1.689 -4.879 -0.14
Sb 0.230 0.286 -2.738 1.53
C 0.710 2.390 -3.123 -0.52
C -0.502 3.305 -2.974 -0.12
C 1.859 2.840 -2.227 -0.13
C 2.219 -0.546 -3.169 -0.54
C 2.317 -2.042 -2.865 -0.15
C 2.678 -0.232 -4.587 -0.12
H -2.464 0.213 -5.851 0.09
H -1.953 1.602 -4.911 0.06
H -2.790 0.253 -4.118 0.07
H 0.019 0.218 -5.356 0.08
H -1.665 -2.097 -4.259 0.07
H 0.061 -2.231 -4.681 0.05
H -1.131 -1.880 -5.921 0.10
H 1.036 2.394 -4.164 0.09
H -0.853 3.338 -1.941 0.04
H -1.335 3.002 -3.605 0.06
H -0.229 4.323 -3.259 0.10
H 1.565 2.818 -1.174 0.05
H 2.136 3.869 -2.467 0.09
H 2.750 2.224 -2.353 0.07
H 2.861 -0.009 -2.467 0.07
H 1.882 -2.642 -3.666 0.07
H 1.842 -2.320 -1.920 0.04
H 3.367 -2.333 -2.792 0.10
H 2.085 -0.764 -5.333 0.07
H 3.716 -0.550 -4.710 0.09
H 2.640 0.836 -4.804 0.07
C 1.828 -0.097 0.316 -0.19
H 2.123 -0.196 1.361 0.01
H 2.292 0.807 -0.100 0.01
H 2.250 -0.954 -0.219 0.01
S -2.185 3.833 0.667 1.18
C -0.941 2.678 0.555 -0.44
N -1.254 1.536 -0.004 -0.14
C -2.594 1.527 -0.402 -0.30
C -3.258 0.496 -1.073 -0.03
C -4.587 0.672 -1.395 -0.04
C -5.261 1.852 -1.064 -0.04
C -4.616 2.888 -0.420 -0.05
C -3.275 2.712 -0.097 -0.43
H 0.044 2.904 0.931 0.08
H -2.732 -0.414 -1.340 0.08
H -5.115 -0.110 -1.923 0.12
H -6.306 1.956 -1.322 0.12
H -5.133 3.807 -0.182 0.13
```

The net charge is +2. The expectation value of S² is 2.03. For the calculated total energy, the calculation gives -96588.0153 eV. As for the multiplicity: 3. The frontier orbital gap (alpha / beta) is 7.764 / 7.878 eV.

(3)
Computed, not measured: a cluster of 5 separate species, C23H35N6O2 in total in a non-equilibrium geometry, with ωB97M-V/def2-TZVPD.

Geometry as XYZ:
```
66
Properties=species:S:1:pos:R:3:lowdin_charge:R:1
O -2.846 -1.343 -1.978 0.13
C -1.901 -0.826 -1.429 -0.48
O -1.346 0.326 -1.920 0.10
C -1.212 -1.428 -0.224 -0.08
C 0.287 -1.733 -0.487 -0.12
C 1.197 -1.087 0.545 -0.37
C 2.650 -1.070 0.117 -0.06
N 3.323 -0.068 1.021 0.07
C 3.206 -0.436 2.473 -0.08
C 2.102 -1.461 2.837 -0.14
N 1.156 -1.829 1.783 -0.01
H -1.149 0.922 -1.192 0.11
H -1.302 -0.710 0.596 0.12
H -1.764 -2.319 0.049 0.13
H 0.560 -1.449 -1.499 0.12
H 0.405 -2.812 -0.415 0.13
H 0.880 -0.033 0.666 0.15
H 2.799 -0.792 -0.919 0.14
H 3.109 -2.032 0.325 0.16
H 4.296 0.039 0.734 0.15
H 2.838 0.811 0.858 0.17
H 4.161 -0.853 2.776 0.12
H 3.074 0.475 3.047 0.13
H 2.598 -2.368 3.177 0.12
H 1.588 -1.068 3.713 0.13
H 0.220 -1.954 2.132 0.13
N 6.985 1.080 -0.479 -0.01
C 8.315 0.820 -0.674 -0.12
C 8.426 -0.037 -1.734 -0.09
C 7.115 -0.307 -2.206 -0.10
C 6.246 0.391 -1.414 -0.17
H 6.623 1.694 0.225 0.13
H 9.065 1.274 -0.050 0.12
H 9.347 -0.420 -2.137 0.10
H 6.844 -0.935 -3.038 0.10
H 5.170 0.469 -1.453 0.08
N -5.633 -1.115 -3.584 0.02
C -6.023 -0.457 -4.717 -0.14
C -7.287 -0.878 -5.038 -0.11
C -7.673 -1.833 -4.061 -0.12
C -6.630 -1.960 -3.179 -0.16
H -4.749 -1.001 -3.121 0.10
H -5.374 0.256 -5.194 0.11
H -7.870 -0.539 -5.877 0.10
H -8.609 -2.364 -4.010 0.10
H -6.513 -2.575 -2.303 0.11
N 5.729 1.411 4.510 -0.02
C 5.911 0.856 5.752 -0.14
C 5.980 1.879 6.656 -0.09
C 5.838 3.097 5.936 -0.10
C 5.687 2.780 4.616 -0.15
H 5.661 0.898 3.655 0.11
H 5.978 -0.211 5.883 0.11
H 6.122 1.769 7.717 0.10
H 5.851 4.093 6.345 0.10
H 5.557 3.405 3.749 0.10
N -8.909 0.387 -1.819 0.01
C -9.965 0.612 -0.979 -0.15
C -10.408 1.890 -1.191 -0.12
C -9.586 2.458 -2.202 -0.11
C -8.674 1.505 -2.569 -0.14
H -8.387 -0.468 -1.891 0.11
H -10.311 -0.154 -0.306 0.10
H -11.232 2.363 -0.684 0.09
H -9.662 3.450 -2.616 0.09
H -7.885 1.520 -3.301 0.10
```

The net charge is +1. For the calculated total energy, the calculation gives -37446.1981 eV. The frontier orbital gap is 5.241 eV.

(4)
Computed, not measured: a structure of composition C23H35NOP2Pb in a non-equilibrium geometry, with ωB97M-V/def2-TZVPD.

Geometry as XYZ:
```
63
Properties=species:S:1:pos:R:3:lowdin_charge:R:1
Pb 0.149 -1.775 -1.122 0.97
P 3.200 -0.005 -0.580 0.73
P -2.884 0.278 -0.886 0.70
N -1.395 0.221 -1.535 -0.27
H 1.489 -0.918 -1.757 -0.22
C 4.067 -1.300 -1.452 -0.22
H 5.151 -1.083 -1.456 0.06
H 3.684 -1.362 -2.482 0.05
H 3.915 -2.260 -0.942 0.06
C 4.285 0.402 0.800 -0.20
H 5.189 0.865 0.381 0.05
H 4.563 -0.524 1.326 0.06
H 3.800 1.092 1.503 0.06
C 3.114 1.459 -1.607 -0.19
H 4.090 1.583 -2.098 0.06
H 2.885 2.342 -0.992 0.07
H 2.323 1.323 -2.356 0.04
C -3.935 -0.928 -1.698 -0.17
H -4.982 -0.624 -1.554 0.05
H -3.763 -1.920 -1.257 0.05
H -3.696 -0.941 -2.771 0.06
C -2.771 -0.149 0.846 -0.17
H -3.556 0.387 1.399 0.07
H -1.791 0.141 1.252 0.03
H -2.905 -1.236 0.976 0.03
C -3.638 1.889 -1.066 -0.17
H -4.710 1.756 -1.267 0.06
H -3.171 2.426 -1.902 0.05
H -3.505 2.465 -0.140 0.06
C -0.896 1.045 -2.538 -0.41
C 0.023 1.262 -4.782 -0.10
C -0.575 0.487 -3.796 -0.08
C -0.560 2.399 -2.285 -0.07
C 0.036 3.167 -3.278 -0.11
C 0.314 2.610 -4.534 -0.12
H 0.248 0.814 -5.752 0.10
H -0.816 -0.569 -3.962 0.09
H -0.775 2.812 -1.296 0.11
H 0.273 4.216 -3.075 0.10
H 0.749 3.226 -5.322 0.09
C -1.442 -3.624 1.484 -0.50
O -2.305 -3.187 0.692 -0.08
C -0.702 -4.894 1.169 -0.04
H 0.193 -4.962 1.794 0.07
H -0.429 -4.944 0.104 0.07
H -1.343 -5.747 1.394 0.09
C -1.017 -2.870 2.720 -0.01
H -1.824 -2.876 3.461 0.10
H -0.750 -1.827 2.492 0.07
H -0.156 -3.375 3.169 0.08
C 1.581 -0.313 0.117 -0.59
C 0.990 0.103 1.169 -0.18
C 0.702 0.633 2.436 -0.31
C -0.263 1.665 2.613 -0.11
C -0.581 2.115 3.889 -0.13
C 0.094 1.619 5.009 -0.16
C 1.094 0.653 4.847 -0.13
C 1.390 0.154 3.586 -0.10
H -0.753 2.091 1.734 0.09
H -1.362 2.866 4.017 0.09
H -0.143 1.988 6.006 0.08
H 1.644 0.272 5.708 0.09
H 2.160 -0.611 3.449 0.10
```

The net charge is 0. For the calculated total energy, the calculation gives -51776.4594 eV. The frontier orbital gap is 4.455 eV.